Entry 1:
C28H25Cl3N4O9S3V | ωB97M-V/def2-TZVPD

orbital gap (spin up / spin down) = 7.6 / 7.7 eV
E_LUMO (spin up / spin down) = -3.3 / -3.2 eV
<S²> = 2.008
E_HOMO (spin up / spin down) = -0.40177 / -0.40177 Eh

```
! RIJCOSX wB97M-V def2-TZVPD def2/J DEFGRID3
* xyz 1 3
V 0.6224 -0.6725 -0.1679
O 2.4782 -1.8256 1.6804
S 1.4463 -1.2267 2.4862
O 1.8604 -0.6274 3.7166
O 0.6669 -0.2172 1.6601
C 0.3207 -2.5624 2.8890
C 0.3318 -2.9784 4.2103
C -0.3700 -4.1149 4.5879
C -1.0799 -4.8481 3.6510
C -1.1143 -4.4328 2.3287
C -0.4125 -3.2981 1.9522
S -0.6308 -2.7886 0.2706
O 0.7430 -2.4633 -0.3010
O -1.2863 -3.8161 -0.4659
O -1.3117 -1.4823 0.2865
H 0.9012 -2.4005 4.9245
H -0.3555 -4.4313 5.6219
H -1.6175 -5.7377 3.9483
H -1.6766 -4.9658 1.5749
Cl 4.0038 -4.9927 -2.2415
C 3.1696 -4.0343 -3.4088
C 1.7828 -4.0178 -3.4227
C 1.1310 -3.1924 -4.3205
C 1.8270 -2.3988 -5.2284
C 1.0931 -1.4623 -6.1737
C 0.9032 -0.0649 -5.5386
N 0.3000 -0.1211 -4.2168
C -1.0041 -0.4490 -3.9367
C -1.0883 -0.5620 -2.5858
N 0.1572 -0.3116 -2.0370
C 0.9665 -0.0606 -3.0612
O -0.1905 -1.8952 -6.5620
C -0.2201 -3.0007 -7.4752
C -0.4164 -4.3351 -6.8121
C -1.5076 -4.6539 -6.0563
Cl -2.8604 -3.6519 -5.7426
S -1.4111 -6.2352 -5.3831
C 0.0984 -6.4986 -6.1501
C 0.5023 -5.4196 -6.8675
C 3.2198 -2.4524 -5.2013
Cl 4.1656 -1.4765 -6.2795
C 3.8958 -3.2597 -4.2987
H 1.2176 -4.6348 -2.7381
H 0.0511 -3.1703 -4.3315
H 1.7140 -1.3062 -7.0612
H 0.2548 0.5136 -6.1937
H 1.8741 0.4198 -5.4545
H -1.7324 -0.5947 -4.7141
H -1.9413 -0.8162 -1.9819
H 2.0073 0.2031 -2.9840
H 0.7005 -3.0172 -8.0648
H -1.0554 -2.7991 -8.1469
H 0.6034 -7.4433 -6.0268
H 1.4288 -5.3823 -7.4240
H 4.9770 -3.2817 -4.2954
O -0.2103 1.5028 -0.1033
H -0.0483 1.7740 0.8131
H -1.1583 1.3081 -0.1275
N 7.1470 0.7091 1.2789
C 6.7298 0.2243 0.0868
O 7.4663 -0.1064 -0.8153
C 5.2342 0.1275 -0.0772
C 4.7014 -0.9742 -0.7320
C 3.3389 -1.0556 -0.8990
N 2.4929 -0.1107 -0.4571
C 3.0137 0.9769 0.1257
C 4.3684 1.1356 0.3312
H 8.1382 0.7541 1.4510
H 6.5280 0.8326 2.0602
H 5.3488 -1.7601 -1.0958
H 2.8857 -1.9155 -1.3752
H 2.3181 1.7415 0.4414
H 4.7433 2.0358 0.7984
*
```

Entry 2:
C14H19Cl3F6O2Tc | ωB97M-V/def2-TZVPD

orbital gap (spin up / spin down) = 5.3 / 5.3 eV
E_LUMO (spin up / spin down) = 5.3 / 5.3 eV
<S²> = 3.808
E_HOMO (spin up / spin down) = -0.00117 / -0.00266 Eh

```
! RIJCOSX wB97M-V def2-TZVPD def2/J DEFGRID3
* xyz -2 4
C -0.9317 0.6999 -2.2945
C -1.6816 -0.4787 -2.4561
C -0.9362 -1.5769 -1.9833
C -3.0373 -0.5615 -3.0480
C 0.3172 -1.0848 -1.4381
C 0.3357 0.3620 -1.6476
C 1.5964 1.1013 -1.8998
C -1.3541 2.0262 -2.7675
C -1.3717 -2.9763 -2.0753
C 1.5587 -1.9028 -1.3813
Tc -0.3291 -0.0598 0.3447
Cl -2.6821 -0.1829 0.4979
Cl -0.7976 2.2134 0.4981
Cl -0.5107 -2.3209 1.1132
H -3.5842 0.3752 -2.9023
H -3.6029 -1.3800 -2.5931
H -2.9725 -0.7531 -4.1275
H -2.3242 -3.1224 -1.5458
H -0.6319 -3.6482 -1.6369
H -1.5298 -3.2615 -3.1256
H 1.3487 -2.8724 -0.9262
H 2.3188 -1.3969 -0.7818
H 1.9603 -2.0654 -2.3921
H 2.3348 0.8636 -1.1349
H 1.4135 2.1761 -1.8622
H 2.0007 0.8454 -2.8905
H -2.3257 2.2960 -2.3331
H -1.4706 2.0293 -3.8596
H -0.6293 2.7960 -2.4922
O 2.2138 1.9293 0.9009
H 2.3646 2.8827 0.7868
C 2.0822 1.2766 3.2883
C 0.8484 0.4299 3.3317
O 0.5318 0.0205 2.0360
C 1.1601 -0.9014 4.1341
F 1.6509 -0.6439 5.3937
F 0.0751 -1.6989 4.2621
F 2.1141 -1.6045 3.4655
C -0.3910 1.2113 3.9510
F -0.3020 1.3444 5.3104
F -0.4331 2.4686 3.4293
F -1.5549 0.5986 3.6521
H 2.9775 0.6571 3.2564
H 2.0693 2.0991 4.0118
H 2.1117 1.7907 1.9315
*
```

Entry 3:
C4H5NO4S | ωB97M-V/def2-TZVPD

orbital gap (spin up / spin down) = 7.2 / 7.9 eV
E_LUMO (spin up / spin down) = -2.4 / -2.1 eV
E_HOMO (spin up / spin down) = -0.35169 / -0.36795 Eh

```
! RIJCOSX wB97M-V def2-TZVPD def2/J DEFGRID3
* xyz 0 1
C -0.1767 1.3256 -0.4783
C 1.0746 1.1336 -0.1913
C -1.3516 0.4460 -0.2989
C -1.1910 -0.7033 0.7106
N 2.4076 1.1030 -0.0110
O 3.1274 0.8616 -0.9854
O 2.7922 1.2987 1.1738
O 0.3716 -2.5860 1.1960
O -0.1430 -2.4750 -1.2269
S 0.0869 -1.7997 0.0300
H -0.4200 2.1919 -1.0943
H -2.3362 0.9806 -0.1262
H -1.3731 -0.0812 -1.2095
H -0.8511 -0.3723 1.6920
H -2.0175 -1.3234 0.8192
*
```

Entry 4:
CH3O3 | ωB97M-V/def2-TZVPD

orbital gap (spin up / spin down) = 8.6 / 8.6 eV
E_LUMO (spin up / spin down) = -10.3 / -10.3 eV
E_HOMO (spin up / spin down) = -0.69180 / -0.69230 Eh

```
! RIJCOSX wB97M-V def2-TZVPD def2/J DEFGRID3
* xyz 1 1
C 0.1834 -0.0225 -0.0918
O 1.5392 0.1193 -0.6183
O 2.2848 -0.7830 -2.7475
O 2.4119 -0.1532 -1.6624
H -0.3578 -0.8017 -0.7704
H -0.1119 1.0264 -0.3333
H 0.1992 -0.3024 0.9790
*
```

Entry 5:
C33H34N5O4RuS4 | ωB97M-V/def2-TZVPD

orbital gap (spin up / spin down) = 5.7 / 6.3 eV
E_LUMO (spin up / spin down) = 0.1 / -0.5 eV
<S²> = 8.768
E_HOMO (spin up / spin down) = -0.20774 / -0.25048 Eh

```
! RIJCOSX wB97M-V def2-TZVPD def2/J DEFGRID3
* xyz 0 6
Ru 0.9181 -1.2526 1.3447
S 4.6864 -1.8504 4.1645
C 3.4389 -1.7616 3.1071
S 1.7612 -1.6899 3.6022
S 3.5647 -1.6612 1.3929
C -3.0434 2.2484 -2.1975
O -2.1471 2.6143 -1.1634
C -1.4325 3.7605 -1.3337
C -1.7129 4.7047 -2.3165
C -0.9711 5.8746 -2.3968
C 0.0647 6.1106 -1.5131
C 0.3807 5.1517 -0.5645
C -0.3428 3.9719 -0.4651
N 0.0107 3.0478 0.5489
C 0.4929 1.7617 0.3755
N 0.5869 1.3360 -0.8959
C 1.0115 0.1187 -1.4674
C 1.4320 -0.9944 -0.7491
C 1.8676 -2.0923 -1.4991
C 1.8237 -2.1148 -2.8858
C 1.3536 -1.0052 -3.5783
C 0.9649 0.1131 -2.8666
O 0.4727 1.2483 -3.5080
C 1.4780 2.0122 -4.1665
N 0.8437 1.0382 1.4134
C 0.9365 1.6996 2.6601
C 0.0730 1.3863 3.7043
C 0.1629 2.0271 4.9267
C 1.1321 3.0003 5.1253
C 2.0183 3.3066 4.1060
C 1.9411 2.6516 2.8838
O 2.8302 3.0068 1.8978
C 3.7323 1.9688 1.4903
H -3.4367 1.2745 -1.9222
H -2.5158 2.1706 -3.1516
H -3.8672 2.9618 -2.2791
H -2.5237 4.5412 -3.0064
H -1.2130 6.6020 -3.1584
H 0.6410 7.0217 -1.5721
H 1.2142 5.2974 0.1087
H 0.2719 3.4546 1.4366
H 0.2558 1.9787 -1.6002
H 2.2592 -2.9594 -0.9718
H 2.1540 -2.9887 -3.4320
H 1.2919 -0.9960 -4.6574
H 0.9764 2.8533 -4.6412
H 1.9887 1.4135 -4.9231
H 2.2142 2.3804 -3.4435
H -0.6620 0.6004 3.5590
H -0.5110 1.7552 5.7245
H 1.2130 3.5032 6.0775
H 2.8018 4.0379 4.2394
H 4.5950 2.4740 1.0608
H 3.2751 1.3060 0.7540
H 4.0398 1.3730 2.3513
S -3.9105 -0.3526 1.1059
C -2.2099 -0.0676 1.1848
N -1.4490 -0.8900 0.5279
C -2.2203 -1.8126 -0.1657
C -1.7200 -2.7741 -1.0473
C -2.6145 -3.6220 -1.6608
C -3.9917 -3.5224 -1.4159
C -4.4989 -2.5593 -0.5681
C -3.5974 -1.6926 0.0485
H -1.8216 0.7450 1.7769
H -0.6565 -2.8227 -1.2418
H -2.2506 -4.3659 -2.3538
H -4.6696 -4.2004 -1.9118
H -5.5600 -2.4719 -0.3965
C 1.0398 -5.9789 0.6796
N -0.3454 -5.6564 0.9682
C -1.3580 -6.6432 0.6743
C -0.6672 -4.4222 1.3653
O 0.1560 -3.5330 1.5488
H 1.2269 -7.0161 0.9522
H 1.6867 -5.3229 1.2563
H 1.2560 -5.8447 -0.3828
H -1.1912 -7.5477 1.2611
H -1.3432 -6.9061 -0.3862
H -2.3391 -6.2410 0.9178
H -1.7429 -4.2717 1.5340
*
```

Entry 6:
C11H26B2F2N3O14Tl | ωB97M-V/def2-TZVPD

orbital gap (spin up / spin down) = 6.4 / 4.7 eV
E_LUMO (spin up / spin down) = -6.6 / -8.4 eV
<S²> = 1.761
E_HOMO (spin up / spin down) = -0.47980 / -0.47975 Eh

```
! RIJCOSX wB97M-V def2-TZVPD def2/J DEFGRID3
* xyz 1 2
Tl 2.7209 5.3634 -16.3624
B 4.6926 4.1443 -14.3228
H 5.2302 4.2110 -13.3896
H 5.1225 3.3849 -14.9574
H 3.6420 3.9719 -14.1475
H 4.7852 5.0740 -14.8626
B 5.7270 5.4381 -17.2926
H 5.3455 6.1010 -16.5315
H 5.6255 4.4318 -16.9168
H 5.1516 5.4715 -18.2048
H 6.7468 5.6043 -17.6035
C 4.8278 9.8777 -15.2690
C 4.5027 8.4524 -14.8686
O 5.3773 7.7106 -14.4064
O 3.4292 8.0007 -15.2161
H 5.4628 10.4901 -14.6290
H 3.8994 10.4286 -15.4202
H 5.3326 9.9056 -16.2347
C 8.2946 11.4920 -12.9290
C 8.3130 11.0022 -11.4583
O 8.6044 9.6148 -11.6537
C 8.4924 9.1974 -12.8413
O 8.5740 8.0556 -13.3637
O 8.5498 10.3120 -13.6202
F 7.0673 11.1229 -11.0272
H 8.9227 12.3514 -13.1635
H 7.2878 11.8549 -13.1356
H 8.9847 11.5543 -10.8010
C 2.9134 11.4385 -12.2456
C 4.0309 10.7412 -11.4225
O 3.3128 9.5731 -10.9398
C 2.0685 9.7288 -11.0251
O 1.2622 9.0860 -10.3965
O 1.7487 10.8773 -11.6403
F 4.3312 11.5126 -10.3694
H 2.9274 11.2726 -13.3228
H 2.9566 12.5238 -12.1547
H 4.9613 10.5001 -11.9365
C 5.0581 15.5185 -14.4645
N 4.8608 14.0475 -14.0568
O 5.6344 13.6947 -13.2342
O 4.1621 13.3521 -14.8037
H 4.0552 15.9097 -14.2933
H 5.4292 15.5447 -15.4891
H 5.7077 16.1129 -13.8220
C 4.7724 8.9608 -18.6462
N 3.9752 7.8920 -19.2754
O 4.0099 7.7776 -20.4633
O 3.4788 7.1936 -18.4575
H 4.2326 9.9028 -18.5494
H 5.6626 9.1049 -19.2584
H 5.1837 8.6656 -17.6809
C 3.9015 6.0696 -11.4163
N 5.3156 6.2814 -11.0040
O 6.1320 6.2751 -11.9178
O 5.5914 6.5162 -9.8594
H 3.4600 5.8954 -10.4351
H 3.9934 5.1240 -11.9506
H 3.3212 6.8792 -11.8590
*
```